(1)
Molecular formula: C4H9CoO4
Method: DFT, ωB97M-V/def2-TZVPD

Output
Highest occupied orbital energy (alpha / beta) = -14.59 / -14.68 eV
Frontier orbital gap (alpha / beta) = 11.2 / 6.7 eV
LUMO energy (alpha / beta) = -3.4 / -8.0 eV
Net charge = +1
Spin multiplicity = 6

Positions of all 18 atoms, in Å:
C (-0.97190, -1.48674, -2.17946)
H (1.46103, -3.09117, -2.22065)
H (-0.21278, -1.42327, -2.97600)
H (-0.19111, -0.24424, -0.49246)
H (-3.09338, -0.47131, 2.40781)
C (2.00349, -2.57815, -1.41203)
Co (-2.55390, 0.09076, -0.58151)
H (-1.35108, -2.51536, -2.02833)
O (-2.13735, -1.20660, 0.72663)
O (-1.87904, -0.53879, -2.19534)
H (2.01305, -3.21301, -0.51443)
H (3.02842, -2.35928, -1.73401)
H (-1.34896, -0.05536, 2.25159)
C (-2.29872, -0.18253, 1.68130)
C (-0.02502, -1.29633, -0.75227)
O (1.38770, -1.34101, -1.12659)
H (-0.26926, -2.22334, -0.20479)
O (-2.63809, 1.00454, 1.02880)

(2)
Molecular formula: C6H12N
Method: DFT, ωB97M-V/def2-TZVPD

Output
Highest occupied orbital energy (alpha / beta) = -12.51 / -10.97 eV
Frontier orbital gap (alpha / beta) = 5.8 / 2.7 eV
LUMO energy (alpha / beta) = -6.7 / -8.2 eV
Net charge = +1
Spin multiplicity = 1

Positions of all 19 atoms, in Å:
H (-3.29779, -1.01755, 0.97210)
H (-2.67590, -1.54013, -1.19653)
H (-2.46371, 1.48964, -0.25786)
C (3.24412, 0.37184, 0.32294)
C (-0.89190, 0.59260, 0.77736)
H (3.08267, 1.44378, 0.08346)
H (3.87159, 0.38524, 1.27927)
H (-4.14912, -0.42806, -1.54298)
H (2.63517, -0.60518, -1.52642)
H (4.20471, -0.50597, -1.18130)
H (-2.62082, 1.32900, 1.66680)
H (3.62577, -1.75648, -0.28647)
C (3.32124, -0.66925, -0.64414)
N (-3.07742, -0.24727, 0.28204)
H (1.45978, 0.16850, 0.69194)
H (-2.60832, 0.10734, -1.74477)
C (-3.08596, -0.52448, -1.10765)
C (-2.33822, 0.88521, 0.68033)
C (0.26300, 0.40113, 0.59697)

(3)
Molecular formula: C34H40CrINO6P3Si2
Method: DFT, ωB97M-V/def2-TZVPD

Output
Highest occupied orbital energy (alpha / beta) = -4.39 / -3.64 eV
Frontier orbital gap (alpha / beta) = 6.5 / 5.8 eV
LUMO energy (alpha / beta) = 2.1 / 2.1 eV
Net charge = -1
Spin multiplicity = 5

Positions of all 88 atoms, in Å:
O (3.85344, -0.74432, 2.66609)
H (2.02822, -4.47302, 2.46604)
Si (0.36678, 0.11753, 3.28128)
P (-0.01928, 0.07868, -1.72886)
C (3.50059, -0.75715, -4.60775)
H (3.64581, -2.80310, 3.12056)
H (-1.71358, 4.00439, 2.37820)
H (-1.12899, -4.48046, -3.53109)
P (3.66229, -1.04724, 1.07828)
H (-3.02947, 1.75017, -0.74829)
C (-3.05477, 0.69962, 5.68881)
C (-3.13191, 2.86206, -3.83472)
H (-3.62865, -2.96075, -0.39895)
H (1.60958, -2.01876, 3.73326)
C (2.44794, -0.92978, -2.45397)
H (-3.64708, 2.88022, 0.46777)
H (-0.02228, 3.65606, 1.96439)
H (0.92679, -1.39353, 5.24005)
C (-0.98255, -1.48551, -1.93560)
C (1.35233, -0.19900, -2.91328)
H (3.88992, -4.66148, -0.00530)
C (3.51601, -1.20977, -3.29366)
C (-2.05912, 0.76504, -3.46734)
C (-2.22135, 4.89091, -2.87556)
H (-1.14588, -0.24175, 5.93295)
H (2.27584, 1.82400, 3.48426)
H (-4.87629, 1.71922, 5.16193)
C (1.35442, 0.27337, -4.22378)
H (-0.10949, -2.22898, 4.05093)
C (-1.09391, 1.29435, -2.65316)
H (-3.38801, 0.45162, 6.69227)
H (-2.06586, -0.29866, -3.64087)
C (-2.47189, -3.85377, -1.97555)
C (-3.07628, 1.53609, -4.07164)
C (2.42341, -0.01050, -5.06789)
C (4.06085, -3.58166, -0.01189)
H (4.58631, -3.85503, 2.33247)
H (4.37025, -1.75573, -2.90900)
C (-2.19771, 1.30371, 3.07835)
H (3.79388, -3.20115, -0.99545)
H (4.33350, -0.97123, -5.26761)
C (-1.79376, 0.30902, 5.25135)
H (2.41535, 0.36145, -6.08609)
C (-3.89175, 1.40633, 4.82749)
H (0.64653, 5.39589, -1.19943)
O (1.36563, -4.10049, -0.53944)
C (-0.14647, 4.86105, -1.70517)
C (-1.05896, 2.72948, -2.48826)
H (0.52681, 0.87036, -4.58824)
H (-1.32821, 6.63817, -2.06149)
H (-3.90890, 1.13257, 0.65578)
H (-1.15871, 4.16080, 0.69992)
Si (-1.54659, 1.73231, 1.32549)
H (-4.12509, 2.26232, 2.87836)
C (-3.46020, 1.70628, 3.53981)
N (3.63440, -3.51861, 2.40298)
H (2.17396, 0.83420, 4.96117)
H (-3.92865, 3.47098, -4.24967)
C (-1.34895, 0.60018, 3.95302)
C (3.25057, -2.89458, 1.10396)
C (-1.39816, -3.68987, -2.83863)
C (-2.13459, 3.49268, -3.05836)
O (2.46283, -0.26018, 0.63351)
Cr (0.34732, 0.19470, 0.81626)
C (1.58141, 1.32964, 4.17863)
C (0.72923, -1.53298, 4.16958)
C (-1.05850, 3.56550, 1.61420)
H (1.00285, 2.12689, 4.66153)
C (-0.04820, 3.51119, -1.83921)
H (-3.04050, -4.77647, -1.98492)
C (-0.65451, -2.51031, -2.81799)
O (0.46341, -2.18716, 0.83114)
C (-2.06045, -1.66619, -1.06635)
H (-2.30312, -0.88321, -0.35671)
H (2.47466, -1.23265, -1.41389)
C (-2.80300, -2.83486, -1.08994)
O (4.95372, -0.92612, 0.36749)
C (-1.25905, 5.56562, -2.20306)
C (-3.18374, 1.89168, 0.32944)
H (3.12509, -0.18425, 2.99238)
I (1.75073, 2.76450, -1.07559)
H (-3.82268, 1.05500, -4.69191)
O (1.20388, -4.41549, 1.91860)
H (-3.07671, 5.41248, -3.29292)
P (1.44844, -3.28676, 0.83801)
H (0.75412, -3.66704, -1.15588)
H (0.17755, -2.39202, -3.50274)
H (5.11709, -3.36676, 0.14916)

Which formula does entry 2 have? C6H12N

net charge of number 1 (C4H9CoO4)? +1